276
Properties=species:S:1:pos:R:3:forces:R:3:lowdin_charge:R:1 method="wB97M-V/def2-TZVPD" lumo_energy_ev=-14.4 charge=+8 gap_ev=0.63
C -0.1784 -3.3536 8.8402 0.9 -1.8 -2.6 -0.0913
C 0.2866 -4.6547 9.5496 -0.3 1.4 0.5 -0.2204
C 0.4191 -4.3796 11.0481 0.9 -0.6 -0.3 -0.1396
N 0.7240 -5.5334 11.9605 -0.4 -0.1 0.2 -0.2754
C 1.2392 -5.0761 13.3508 -0.2 -1.3 -1.3 -0.0916
C 0.2532 -4.2134 14.0404 -1.4 0.7 0.9 -0.1671
C -1.1664 -4.8165 14.2475 0.2 -0.9 -0.5 -0.1411
C -1.6773 -5.4047 12.8837 -0.2 0.0 0.7 -0.1426
C -0.5927 -6.2067 12.1568 -0.9 0.2 -0.4 -0.1244
C 1.7262 -6.5054 11.3994 -1.1 1.1 -2.5 0.0343
H 0.4970 -2.5259 8.9452 0.0 0.6 0.7 0.0603
H -1.2282 -3.1832 9.0562 0.1 0.5 0.0 0.0752
H -0.0492 -3.5928 7.6990 -0.7 0.4 1.9 0.1119
H 1.2880 -4.8900 9.2582 0.3 -0.6 -0.9 0.0979
H -0.4907 -5.3524 9.2441 0.5 -0.7 0.4 0.1167
H -0.4849 -3.9711 11.4090 -0.6 0.8 0.5 0.0948
H 1.2702 -3.7497 11.2121 0.2 1.0 -0.1 0.1392
H 2.1802 -4.5978 13.1467 0.4 0.4 0.0 0.1310
H 1.4585 -6.0259 13.8722 -0.2 0.5 0.0 0.1564
H 0.0214 -3.2878 13.4803 0.9 -0.1 0.4 0.1236
H 0.6954 -4.0025 15.0319 -0.3 0.4 -0.5 0.1437
H -1.8400 -4.0062 14.5303 0.1 -0.2 0.2 0.1158
H -1.1621 -5.5684 15.0637 -0.1 0.3 -0.6 0.1311
H -2.0718 -4.5844 12.2768 0.2 0.0 -0.1 0.1037
H -2.5604 -6.0915 12.9778 0.9 0.5 0.2 0.1448
H -0.9443 -6.4971 11.1615 0.1 -0.2 0.2 0.1375
H -0.3907 -7.0626 12.7343 0.2 -1.3 0.6 0.1268
H 2.7095 -6.0272 11.3109 -0.3 -0.1 0.1 0.1227
H 1.3505 -6.8431 10.3647 0.7 0.5 1.7 0.1373
H 1.7478 -7.3244 12.0485 0.2 -1.3 0.9 0.0889
C 6.5154 0.7659 3.3476 0.8 0.7 0.1 -0.0983
C 5.6548 1.2593 4.5440 0.0 0.3 -0.8 -0.2157
C 5.5045 2.8005 4.5260 -0.2 -0.7 0.2 -0.1286
N 4.8005 3.4187 5.7478 0.7 0.6 0.6 -0.2468
C 4.6303 4.9124 5.3228 0.7 -1.0 0.5 -0.0972
C 3.8523 5.7205 6.3244 1.1 0.6 0.5 -0.1906
C 2.4393 5.2715 6.4996 -1.1 0.4 0.3 -0.1870
C 2.4868 3.8017 6.8782 -0.8 -1.4 0.7 -0.1692
C 3.4123 2.9211 6.0173 -1.1 0.4 -2.0 -0.1348
C 5.6729 3.2777 7.0335 0.5 0.2 -1.4 0.0630
H 7.6072 0.9109 3.5013 -0.7 0.0 0.3 0.0930
H 6.3383 1.2358 2.3739 -0.5 0.0 0.2 0.0755
H 6.3718 -0.2931 3.2373 -0.1 -0.5 -0.1 0.0662
H 6.1956 0.8819 5.4212 -0.6 0.2 0.1 0.1082
H 4.6438 0.8009 4.4458 0.7 0.2 0.4 0.1163
H 4.9093 3.0925 3.6255 0.5 -0.2 0.8 0.1417
H 6.4862 3.3041 4.4893 -0.4 -0.3 0.0 0.1425
H 4.0859 4.8419 4.3857 0.0 0.1 -0.2 0.1278
H 5.6622 5.2619 5.1231 -0.7 0.1 0.2 0.1470
H 3.8661 6.7202 5.9369 0.1 0.7 -0.1 0.1269
H 4.3852 5.7642 7.2783 0.0 0.0 0.0 0.1320
H 1.9532 5.4496 5.5294 -0.2 -0.4 0.2 0.1221
H 1.8622 5.9240 7.2464 1.0 -1.1 -0.9 0.1561
H 1.4859 3.2551 6.8715 1.1 0.9 -0.2 0.1451
H 2.8159 3.6460 7.9088 0.0 0.5 0.2 0.1127
H 2.9424 2.8818 5.0015 0.4 -0.2 0.6 0.1485
H 3.4390 1.9296 6.4203 0.3 -0.6 0.2 0.1255
H 5.0659 3.4666 7.8826 -0.6 0.7 0.6 0.0794
H 6.4930 4.0180 6.9414 -0.5 -0.6 0.2 0.1257
H 6.0708 2.2618 7.2298 -0.3 0.5 -0.9 0.1131
C 10.0829 6.5005 -1.0575 -0.3 -5.8 -1.0 -0.1833
C 8.9577 7.3937 -1.5128 0.5 8.0 4.8 -0.3342
C 9.2376 8.3894 -2.6582 -2.3 -0.8 -0.7 -0.0190
N 7.7571 9.2249 -3.1311 0.8 0.8 1.3 -0.1716
C 8.1511 10.1479 -4.2765 0.3 1.5 1.1 -0.1009
C 7.1308 11.0134 -5.0567 0.5 0.5 0.4 -0.2015
C 6.5119 10.7840 -6.3002 -3.0 -1.5 -0.2 0.1207
C 5.4641 8.6402 -3.7313 -8.6 4.0 -2.4 -0.1241
C 6.7412 8.2635 -3.6372 3.4 -4.3 1.6 -0.4027
C 7.1975 10.1131 -1.9307 1.6 0.9 -1.0 0.0316
H 10.6528 6.1760 -2.0597 -1.9 -1.0 1.8 0.1023
H 9.1566 5.9641 -0.4331 2.6 -1.4 -1.8 0.1239
H 10.9445 6.0943 -0.3116 -1.6 3.5 -0.6 0.1379
H 9.2949 8.0800 -0.4694 -1.5 -0.3 -2.2 0.1757
H 7.8389 7.4615 -1.2067 1.9 -1.8 -0.9 0.1179
H 9.3438 7.7928 -3.5799 0.4 0.5 0.1 0.1195
H 10.0748 9.0645 -2.4180 -0.7 0.2 -0.6 0.1382
H 8.7924 9.5793 -4.9130 0.4 -0.3 -0.5 0.1269
H 8.7190 10.9254 -3.7382 0.3 -0.4 -0.5 0.1393
H 7.6141 11.6345 -5.9252 1.7 0.8 1.1 0.1798
H 6.6330 11.7601 -4.4276 0.1 -0.3 -0.3 0.1374
H 6.8891 10.0942 -7.0668 -0.1 0.2 0.5 0.1082
H 5.7305 11.5305 -6.6108 0.9 -0.9 0.3 0.1280
H 4.8196 7.9097 -4.3513 0.8 1.5 1.4 0.0771
H 4.9529 9.5504 -3.2601 0.8 -1.7 -0.7 0.0703
H 6.9481 7.7945 -4.6066 1.5 0.2 0.1 0.1350
H 6.5743 7.3721 -2.9398 2.0 0.3 -0.1 0.1299
H 6.6653 9.5750 -1.1598 -0.1 -0.5 -0.3 0.0941
H 6.6022 10.9614 -2.3125 -0.1 -0.9 -0.1 0.0926
H 8.0609 10.6533 -1.4714 -0.3 -0.9 -0.4 0.1156
C -4.8664 -4.7335 3.6150 0.9 -1.0 -0.1 0.0116
C -5.1213 -4.1453 2.2947 -4.9 -2.0 -0.6 -0.4956
O -4.4557 -3.3869 1.7005 2.7 2.6 -1.2 0.0841
N -6.4064 -4.4702 1.6551 3.6 -3.9 5.1 -0.0188
H -6.9411 -5.3060 1.9194 0.6 0.7 0.1 0.1582
H -13.5784 -3.7523 7.4065 0.0 0.0 0.0 0.2485
C -6.9535 -3.6140 0.8455 -0.6 3.2 -6.9 -0.1614
H -5.7270 -5.2170 4.0256 -0.5 0.1 0.6 0.0813
H -4.3035 -4.0879 4.2816 -0.4 0.3 0.0 0.0936
H -4.1795 -5.5393 3.4062 0.5 -0.6 0.0 0.0907
H -6.5859 -2.5968 1.0033 -1.3 0.5 0.8 0.0824
H -7.9764 -3.9613 0.5564 0.8 1.3 0.3 0.1192
H -6.3144 -3.3812 -0.3813 -1.5 -1.4 1.7 0.1775
C -3.4814 -7.6744 -5.6906 -0.1 -1.3 0.8 0.0332
C -4.2656 -6.5023 -6.0104 0.7 0.4 0.6 -0.4180
O -5.3172 -6.4176 -6.4951 -1.2 0.8 -0.4 0.2270
N -3.4865 -5.1451 -5.6929 -2.5 0.2 -1.0 0.1083
H -4.2102 -4.4264 -5.4844 0.5 -0.5 0.0 0.1885
H -2.8044 -5.1476 -4.9531 1.2 -0.6 0.8 0.0937
C -2.9091 -4.8729 -7.0179 1.0 0.3 -0.7 -0.0173
H -3.1851 -7.5433 -4.6610 0.9 0.0 0.3 0.0999
H -2.6296 -7.8276 -6.3686 -0.2 0.0 0.4 0.1198
H -4.1767 -8.5270 -5.6375 0.4 0.2 -0.6 0.1232
H -2.4796 -5.7848 -7.4333 0.1 0.1 0.2 0.1030
H -2.1157 -4.1344 -6.9545 0.0 0.1 0.1 0.1024
H -3.6894 -4.5481 -7.6868 -0.3 0.2 -0.1 0.1065
C 0.8250 2.0329 -12.6749 0.5 1.2 -0.7 -0.0448
C 1.9900 2.4910 -11.7844 0.8 -1.3 0.2 -0.1233
N 2.8486 1.3027 -11.2420 -0.4 -0.9 0.4 -0.2470
C 3.5020 0.5734 -12.4060 -0.2 0.2 0.8 0.0428
C 3.8564 1.7804 -10.2012 -1.1 0.5 0.2 -0.1696
C 4.7473 0.7214 -9.6408 -0.4 -1.4 -0.2 -0.0576
C 1.9201 0.2893 -10.5978 -1.7 0.8 -0.4 -0.0935
C 1.0672 0.6966 -9.3726 0.8 -0.9 -0.9 -0.2075
O 1.4020 -0.1927 -8.3285 -0.5 1.1 0.8 -0.1692
C 0.5772 0.0809 -7.1757 -0.5 -1.1 -0.6 -0.0746
H 0.1039 1.3038 -12.2623 0.5 0.6 -0.1 0.0867
H 1.2427 1.6837 -13.6452 -0.6 0.1 0.6 0.0961
H 0.3049 2.9937 -12.8850 0.0 -0.8 -0.1 0.1091
H 1.6991 3.0716 -10.9269 -0.4 0.0 0.5 0.1144
H 2.7246 3.1196 -12.2899 -0.2 -0.1 -0.4 0.1388
H 4.0923 -0.2679 -12.0392 -0.6 -0.2 -0.1 0.1117
H 4.2031 1.2427 -12.8112 0.9 1.0 -0.7 0.0990
H 2.7669 0.3467 -13.1797 0.1 -0.3 0.4 0.1101
H 3.2453 2.2836 -9.4298 0.2 -0.4 -0.2 0.1321
H 4.4959 2.5592 -10.5859 -0.1 0.3 -0.8 0.1343
H 4.2157 -0.1485 -9.1755 0.4 0.9 -0.2 0.1021
H 5.3729 1.2236 -8.9320 0.4 0.0 0.7 0.0856
H 5.4109 0.3393 -10.4176 0.0 -0.1 0.1 0.0865
H 2.3329 -0.6549 -10.3311 1.3 -0.4 0.1 0.1273
H 1.2167 0.0198 -11.3940 0.4 0.1 0.2 0.1156
H 0.0677 0.5344 -9.6951 -1.3 -0.4 -0.1 0.1137
H 1.0393 1.7296 -9.0941 0.7 0.9 0.4 0.1160
H -0.5075 0.0099 -7.4278 0.7 0.4 0.0 0.1053
H 0.8181 0.9833 -6.6346 0.1 0.7 -0.3 0.0851
H 0.7576 -0.7099 -6.4784 0.2 -0.7 0.3 0.0749
C 4.2160 -10.3748 -0.6552 1.9 -0.9 3.0 -0.0022
C 5.2862 -9.3426 -0.5477 -5.9 0.0 -2.8 -0.1605
N 6.4314 -9.2020 -1.8325 -0.1 0.2 0.7 -0.2442
C 7.3102 -10.2276 -1.2795 1.9 -0.8 -0.1 -0.0464
C 5.8745 -9.5834 -3.2086 2.0 1.4 1.2 -0.1440
C 4.6612 -8.8111 -3.6525 0.9 0.8 -1.1 -0.0578
C 7.0010 -7.8137 -1.6123 1.7 -0.3 -0.3 -0.0782
C 8.2691 -7.3553 -2.4409 -5.7 -1.8 0.7 -0.0031
O 9.3602 -7.5726 -1.9105 0.7 0.9 1.4 0.0210
C 10.6498 -7.4052 -2.4243 2.4 -1.7 -0.1 0.0226
H 3.4608 -10.3518 -1.3988 -0.5 -0.1 -0.7 0.0256
H -0.2041 -10.9183 -4.4492 0.1 0.0 0.0 0.0118
H 3.9233 -10.7627 0.3764 0.5 -0.1 -1.8 0.0954
H 5.6199 -9.2838 0.4549 1.0 0.4 0.4 0.1085
H 4.2896 -8.8535 -0.8727 1.9 2.0 0.6 0.1256
H 7.7515 -9.7071 -0.4500 0.9 -0.2 0.4 0.0914
H 8.0980 -10.6493 -1.9514 -0.8 0.5 0.4 0.1352
H 6.7362 -11.0158 -0.7991 -0.1 -0.3 -0.7 0.1043
H 5.5891 -10.5877 -3.0385 -0.2 -1.2 -0.1 0.1114
H 6.8030 -9.5844 -3.8620 -1.4 0.2 0.4 0.1531
H 4.5283 -7.7126 -3.5827 0.5 -0.6 0.7 0.1008
H 3.8032 -9.3394 -3.3553 -1.3 -0.3 0.6 0.0543
H 4.7112 -8.9480 -4.7103 -0.3 -0.1 -1.0 0.0816
H 7.2437 -7.8369 -0.5439 0.1 0.4 -0.2 0.1275
H 6.2161 -7.1045 -1.7726 -0.7 0.4 -0.2 0.1107
H 7.8959 -7.0148 -3.4086 1.7 0.4 -0.4 0.1573
H 7.4532 -8.0088 -10.5181 0.0 0.0 0.0 0.0900
H 10.8290 -6.8243 -3.2898 -0.8 0.6 -1.1 0.1058
H 10.9020 -8.4492 -2.5643 0.6 -0.2 -0.7 0.1238
H 11.4108 -7.0949 -1.7144 -0.8 0.4 0.8 0.1222
C -4.9113 6.3068 10.9377 0.4 -1.5 1.7 -0.0733
C -5.4304 6.5633 9.5685 3.1 -0.6 -3.7 -0.2297
N -6.8068 6.1980 9.2777 -3.4 1.8 1.0 -0.2878
C -7.0845 4.8123 9.7070 -0.1 0.0 0.8 0.0089
C -7.7550 7.3050 10.0499 2.0 -1.4 -0.2 -0.0974
C -9.2035 7.0516 9.9249 -2.0 0.6 -0.4 -0.0728
C -7.1738 6.3630 7.8291 2.5 -2.0 -0.1 -0.0602
C -6.7289 5.1618 6.9028 -5.9 1.9 -2.9 -0.3085
O -5.4415 5.1611 6.7516 5.6 -1.5 -0.2 -0.2230
C -4.7587 3.9227 6.3465 -1.2 0.2 1.5 -0.0209
H -5.6630 6.5204 11.7131 0.5 0.2 -0.1 0.0830
H -3.9784 6.8516 11.1875 -0.7 0.0 -0.4 0.1062
H -4.6541 5.2196 11.0972 -0.3 1.0 -0.3 0.1008
H -4.8696 5.8744 8.7498 -0.7 1.8 2.0 0.1690
H -5.2399 7.6195 9.2242 -0.5 -1.0 0.4 0.1550
H -6.2906 4.2516 9.2294 -0.2 -0.6 0.0 0.1015
H -8.0931 4.4608 9.4594 0.4 0.3 -0.4 0.1219
H -6.9963 4.7230 10.7940 0.1 0.1 -0.2 0.1167
H -7.3774 8.2662 9.6910 -0.2 -0.2 -0.1 0.1405
H -7.3863 7.1466 11.0627 -0.5 0.4 0.1 0.1123
H -9.7671 7.8649 10.4794 0.7 -1.1 -0.4 0.1345
H -9.4768 6.0678 10.2829 -0.1 0.0 0.7 0.0800
H -9.6760 7.0461 8.9179 0.7 0.5 0.4 0.0927
H -6.5460 7.1837 7.4814 -0.4 0.2 -0.1 0.1440
H -8.2099 6.5650 7.7703 -0.8 0.1 -0.3 0.1009
H -7.1311 5.6953 5.9246 -0.1 -1.3 1.1 0.1595
H -7.2156 4.1230 6.8448 0.3 1.5 1.0 0.1533
H -5.4939 3.1425 5.9465 1.1 1.4 -0.2 0.1138
H -4.3982 3.4765 7.2974 0.2 0.1 -0.6 0.0836
H -3.9025 4.2644 5.7440 -0.7 -0.6 -0.1 0.0956
C -2.4733 -1.0672 0.5320 0.5 0.5 -0.5 -0.0500
C -1.3311 -1.9539 0.1179 1.4 0.3 1.6 -0.1953
N -1.3527 -2.7194 -1.1061 -0.3 -1.0 -2.1 -0.2702
C -2.1158 -3.9723 -0.9395 -1.7 0.0 1.4 0.0210
C -2.0641 -1.8886 -2.1457 1.3 1.0 -0.6 -0.1682
C -1.8779 -2.3562 -3.5536 -0.6 -0.9 -0.5 -0.0477
C 0.0540 -3.2044 -1.4645 -0.7 -0.3 0.7 -0.0794
C 0.9935 -2.2401 -2.1133 1.4 0.6 -0.9 -0.2336
O 2.2167 -2.4617 -1.3942 1.8 1.2 -1.2 -0.2152
C 3.4259 -1.9098 -2.1327 -2.7 -0.3 0.2 -0.0274
H -3.3867 -1.5331 0.7606 -1.1 -1.1 -0.1 0.0464
H -2.6946 -0.2008 -0.0787 0.3 0.1 -0.3 0.0888
H -2.1212 -0.7354 1.4778 0.2 0.7 1.0 0.0783
H -1.2305 -2.7209 0.8902 0.2 0.2 0.2 0.1345
H -0.3772 -1.3722 0.1077 -0.7 -0.3 0.0 0.1492
H -1.7066 -4.5613 -0.1142 0.2 0.0 -0.3 0.1236
H -2.1812 -4.5134 -1.8494 0.5 -0.5 -0.8 0.0852
H -3.1542 -3.7388 -0.6715 0.2 0.2 0.1 0.1131
H -1.5695 -0.9111 -2.1157 -0.2 0.0 0.4 0.1306
H -3.0758 -1.7706 -1.8334 -0.8 -0.1 0.1 0.1001
H -0.8181 -2.5691 -3.6731 0.1 0.6 -0.9 0.0482
H -2.3779 -1.6553 -4.2769 0.9 -0.6 0.8 0.1138
H -2.2984 -3.3494 -3.7202 -0.4 0.1 0.1 0.0524
H -0.0422 -4.1420 -2.0515 0.0 0.7 0.1 0.1356
H 0.5157 -3.4418 -0.4975 -0.3 -0.2 -0.1 0.1408
H 0.7585 -1.1374 -2.1281 -0.2 -1.0 0.2 0.1442
H 1.1309 -2.5949 -3.1540 0.0 0.4 0.3 0.0906
H 4.2892 -2.4013 -1.7015 0.0 0.2 0.0 0.0767
H 3.4349 -0.8036 -2.0826 0.2 -0.5 0.5 0.0831
H 3.2867 -2.1339 -3.2030 0.3 -0.3 0.4 0.0835
C -11.6012 3.1590 -6.3798 -0.4 0.7 0.7 -0.0505
C -10.4262 2.2270 -6.2303 0.1 -0.5 -1.1 -0.1572
N -9.1421 2.8482 -5.6896 -2.0 0.0 -0.5 -0.2721
C -8.9503 4.1186 -6.4718 0.9 -0.3 0.9 0.0357
C -9.3862 3.1997 -4.2438 0.6 0.4 0.1 -0.1681
C -9.5321 2.0369 -3.2887 -1.0 1.2 0.0 -0.0341
C -8.0323 1.8711 -5.7862 1.3 0.1 0.0 -0.1028
C -7.3899 1.7976 -7.1580 -0.7 1.8 -0.9 -0.1608
O -6.5412 2.9455 -7.4421 -0.3 -1.1 0.7 -0.2220
C -5.2039 2.9119 -6.8844 -0.9 -1.8 -0.3 -0.0708
H -12.4446 2.6213 -6.8067 0.0 -0.2 0.2 0.1063
H -11.4750 4.0351 -7.0078 0.4 -0.2 -0.4 0.0860
H -11.8946 3.5761 -5.4128 -0.3 -0.3 -0.1 0.0877
H -10.2376 1.7900 -7.2249 0.4 0.2 0.4 0.1416
H -10.6468 1.4042 -5.5712 -0.3 -0.3 0.1 0.1136
H -9.7165 4.8322 -6.1670 0.2 -0.2 -0.3 0.1155
H -8.8966 3.9157 -7.5422 -0.2 0.1 0.3 0.1237
H -7.9833 4.4159 -6.1151 0.5 0.8 -0.3 0.1014
H -10.2784 3.8064 -4.2385 -0.3 0.1 0.1 0.1174
H -8.5792 3.8554 -3.9597 0.5 0.2 0.1 0.1329
H -10.2936 1.4283 -3.7274 -0.8 -0.6 0.5 0.0686
H -9.8591 2.4788 -2.3196 0.1 -0.6 -0.7 0.1180
H -8.6872 1.4126 -3.1578 1.1 -0.3 0.2 0.0653
H -8.4086 0.9108 -5.4722 -0.2 -0.4 0.0 0.1383
H -7.2495 2.1337 -5.0649 -0.2 0.2 0.0 0.1471
H -8.2173 1.9103 -7.8965 0.8 -0.4 0.2 0.1300
H -6.9055 0.8429 -7.3149 0.3 -0.1 0.0 0.1319
H -5.0778 3.7124 -6.1568 0.2 0.1 -0.3 0.0827
H -4.5707 2.9491 -7.7782 0.4 0.4 0.6 0.0909
H -5.0352 1.9175 -6.3682 0.0 1.0 -0.4 0.1007
O -0.0043 -5.9548 -5.9233 0.1 0.9 0.3 0.0326
C -0.0331 -5.1057 -4.7993 -1.3 -2.0 0.6 -0.7714
O -0.9989 -5.5028 -4.0829 0.0 1.4 0.6 -0.0796
O 0.8224 -4.2273 -4.6347 -0.4 -0.2 -0.4 -0.0108
H 0.6000 -5.5074 -6.4921 1.1 0.2 -1.1 0.0719
O -7.3091 -1.7455 -3.2175 0.3 -0.7 0.2 0.0479
C -6.0864 -2.2949 -2.8528 1.5 -1.2 1.8 -0.7800
O -5.0284 -1.7859 -3.2151 -0.1 1.7 -1.6 -0.0249
O -6.0061 -3.3087 -2.0744 -1.9 0.0 -0.2 -0.0974
H -8.0079 -2.3592 -2.9153 0.6 0.3 -0.1 0.1127